[1]
A 8-piece molecular cluster, C37H59BO25 overall at a distorted geometry. Source: OMol25; level of theory: ωB97M-V/def2-TZVPD.

Summary:
- calculated total energy (a.u.) = -3351.21884
- structure (SMILES) = CCCC[C@]1(B(O)CC)COC(=O)O1.C[C@@H]1COC(=O)O1.C[C@@H]1COC(=O)O1.C[C@@H]1COC(=O)O1.C[C@@H]1COC(=O)O1.C[C@@H]1COC(=O)O1.C[C@@H]1COC(=O)O1.C[C@@H]1COC(=O)O1
- E_LUMO (eV) = 0.361
- gap between HOMO and LUMO (eV) = 9.87

```
122
C37H59BO25 ωB97M-V/def2-TZVPD
C 2.686 -1.158 2.979
C 3.109 -0.529 1.547
C 1.903 -0.467 0.491
C 0.940 0.812 0.648
C -0.452 0.470 1.418
B -1.466 -0.574 0.679
O -1.012 -1.378 -0.446
C -3.023 -0.839 1.144
C -2.906 -1.881 2.400
C -1.142 1.839 1.884
O -0.836 2.144 3.276
C -0.199 0.933 3.729
O 0.303 0.867 4.874
O -0.260 -0.118 2.745
H 3.490 -1.882 3.383
H 1.757 -1.798 2.788
H 2.482 -0.308 3.718
H 3.877 -1.276 1.108
H 3.668 0.466 1.639
H 1.360 -1.468 0.545
H 2.398 -0.361 -0.559
H 1.429 1.709 1.154
H 0.613 1.092 -0.423
H -0.612 -2.180 -0.022
H -3.675 -1.238 0.299
H -3.531 0.117 1.527
H -2.682 -1.272 3.336
H -1.960 -2.508 2.191
H -3.798 -2.582 2.486
H -0.896 2.742 1.230
H -2.292 1.848 1.881
C -5.395 0.542 -2.880
C -4.153 1.394 -3.013
C -3.025 0.707 -3.719
O -1.879 1.337 -3.154
C -2.237 1.762 -1.915
O -1.462 2.163 -1.089
O -3.582 1.674 -1.731
H -5.721 0.169 -3.856
H -5.226 -0.306 -2.209
H -6.208 1.127 -2.442
H -4.401 2.348 -3.489
H -3.057 0.861 -4.796
H -2.969 -0.368 -3.515
C 0.368 4.718 -7.123
C -0.528 3.889 -6.228
C -1.153 2.714 -6.921
O -2.363 2.535 -6.195
C -2.694 3.753 -5.679
O -3.750 4.009 -5.176
O -1.669 4.639 -5.814
H 1.135 4.102 -7.597
H -0.212 5.226 -7.899
H 0.862 5.500 -6.541
H 0.018 3.579 -5.330
H -0.530 1.820 -6.861
H -1.401 2.906 -7.972
C 6.273 -0.032 5.999
C 7.055 0.182 4.720
C 7.071 1.609 4.256
O 7.212 1.472 2.847
C 6.679 0.263 2.515
O 6.455 -0.094 1.395
O 6.432 -0.486 3.626
H 6.628 0.625 6.797
H 5.205 0.142 5.842
H 6.374 -1.068 6.334
H 8.070 -0.215 4.827
H 7.907 2.171 4.675
H 6.140 2.148 4.464
C -0.577 -5.178 6.541
C 0.201 -4.979 5.260
C 0.226 -3.555 4.794
O 0.361 -3.694 3.384
C -0.180 -4.900 3.056
O -0.409 -5.255 1.934
O -0.431 -5.646 4.168
H -0.212 -4.519 7.332
H -1.644 -4.993 6.386
H -0.487 -6.212 6.883
H 1.213 -5.385 5.365
H 1.068 -2.997 5.208
H -0.700 -3.009 5.004
C 6.303 -0.260 -3.792
C 5.357 0.807 -3.285
C 4.253 0.271 -2.423
O 3.207 1.213 -2.638
C 3.412 1.749 -3.874
O 2.618 2.432 -4.456
O 4.638 1.405 -4.362
H 6.713 -0.851 -2.971
H 5.802 -0.928 -4.498
H 7.133 0.200 -4.335
H 5.918 1.595 -2.771
H 4.531 0.237 -1.368
H 3.899 -0.719 -2.730
C -4.693 -0.341 -10.295
C -4.460 0.391 -8.991
C -3.180 0.009 -8.306
O -3.484 0.234 -6.935
C -4.832 0.089 -6.805
O -5.406 0.020 -5.755
O -5.441 0.030 -8.022
H -3.846 -0.222 -10.975
H -4.866 -1.407 -10.124
H -5.589 0.045 -10.788
H -4.520 1.473 -9.148
H -2.340 0.629 -8.622
H -2.912 -1.046 -8.436
C -3.151 0.951 8.036
C -2.330 -0.219 7.539
C -3.066 -1.527 7.565
O -2.013 -2.469 7.734
C -1.002 -1.816 8.373
O -0.042 -2.354 8.844
O -1.228 -0.474 8.408
H -4.095 1.033 7.493
H -3.362 0.858 9.105
H -2.596 1.883 7.907
H -1.932 -0.004 6.541
H -3.608 -1.716 6.636
H -3.760 -1.623 8.407
```

=====

[2]
A 3-piece molecular cluster, C37H59FN2O7Si overall at a distorted geometry. Source: OMol25; level of theory: ωB97M-V/def2-TZVPD.

Summary:
- calculated total energy (a.u.) = -2470.85643
- structure (SMILES) = CCCc1c(CCOC(=O)CC)cc(CCF)c2c1C(=O)c1cc(CCO[Si](C)(C)C)ccc1C2=O.COC[C@@H](C)N.COC[C@@H](C)N
- E_LUMO (eV) = -0.693
- gap between HOMO and LUMO (eV) = 8.49

```
107
C37H59FN2O7Si ωB97M-V/def2-TZVPD
C 1.459 -1.973 3.922
C 0.683 -0.654 3.731
C -0.360 -0.672 2.581
C -0.268 0.571 1.711
C -1.067 1.678 2.053
C -2.028 1.663 3.210
C -3.330 0.923 2.934
O -4.311 1.873 2.500
C -5.280 1.441 1.655
O -5.753 2.213 0.890
C -5.811 0.036 1.782
C -6.258 -0.483 0.411
C -0.979 2.837 1.301
C -0.126 2.988 0.211
C -0.173 4.318 -0.501
C 0.475 5.403 0.347
F 1.615 4.943 0.973
C 0.685 1.905 -0.134
C 0.598 0.697 0.604
C 1.451 -0.443 0.181
O 1.666 -1.397 0.888
C 2.056 -0.411 -1.171
C 2.565 -1.594 -1.702
C 3.198 -1.611 -2.943
C 3.780 -2.875 -3.523
C 4.483 -3.722 -2.473
O 5.594 -2.977 -1.979
Si 5.996 -3.058 -0.354
C 5.464 -1.494 0.542
C 7.873 -3.114 -0.278
C 5.360 -4.597 0.503
C 3.289 -0.402 -3.635
C 2.784 0.784 -3.119
C 2.159 0.782 -1.875
C 1.649 2.022 -1.263
O 2.027 3.086 -1.688
H 2.414 -1.897 3.419
H 0.912 -2.789 3.462
H 1.655 -2.176 4.969
H 0.193 -0.372 4.659
H 1.406 0.123 3.504
H -1.343 -0.686 3.032
H -0.267 -1.560 1.971
H -1.538 1.186 4.056
H -2.263 2.676 3.519
H -3.672 0.446 3.855
H -3.172 0.132 2.210
H -6.642 0.015 2.479
H -5.074 -0.664 2.164
H -6.569 -1.516 0.536
H -7.064 0.115 0.012
H -5.411 -0.492 -0.268
H -1.617 3.669 1.571
H -1.226 4.587 -0.587
H 0.226 4.282 -1.500
H -0.217 5.705 1.133
H 0.711 6.290 -0.234
H 2.450 -2.483 -1.107
H 4.530 -2.588 -4.256
H 3.005 -3.450 -4.026
H 4.869 -4.627 -2.934
H 3.763 -3.968 -1.699
H 4.763 -0.897 -0.034
H 5.073 -1.700 1.534
H 6.352 -0.881 0.684
H 8.122 -3.456 0.729
H 8.295 -3.845 -0.961
H 8.327 -2.136 -0.398
H 5.551 -4.452 1.565
H 5.854 -5.512 0.196
H 4.279 -4.676 0.411
H 3.766 -0.369 -4.604
H 2.891 1.708 -3.662
C -6.340 -0.951 7.965
O -5.906 -0.632 6.656
C -6.876 -0.024 5.825
C -7.024 1.494 6.009
C -7.795 1.888 7.265
N -5.733 2.188 6.005
H -7.390 -1.255 7.976
H -6.195 -0.113 8.651
H -5.732 -1.784 8.317
H -6.531 -0.206 4.804
H -7.843 -0.533 5.931
H -7.595 1.858 5.149
H -7.188 1.783 8.164
H -8.099 2.932 7.204
H -8.694 1.281 7.385
H -5.263 2.028 5.117
H -5.136 1.737 6.694
C 3.851 1.032 -7.328
O 2.735 0.194 -7.087
C 1.565 0.526 -7.809
C 1.518 -0.017 -9.245
C 2.394 0.756 -10.226
N 1.866 -1.439 -9.315
H 3.544 2.066 -7.510
H 4.448 0.673 -8.169
H 4.480 1.008 -6.438
H 0.743 0.071 -7.250
H 1.403 1.612 -7.791
H 0.482 0.087 -9.582
H 3.449 0.510 -10.111
H 2.117 0.506 -11.250
H 2.276 1.834 -10.098
H 1.212 -1.974 -8.749
H 2.761 -1.563 -8.850
```

=====

[3]
A 7-piece molecular cluster, C37H60N7O5P overall at a distorted geometry. Source: OMol25; level of theory: ωB97M-V/def2-TZVPD.

Summary:
- calculated total energy (a.u.) = -2546.65345
- structure (SMILES) = C=CN(C[C@H](C)OCc1ccccc1)C(=O)OP(O)O.CCCC#N.CCCC#N.CCCC#N.CCCC#N.CCCC#N.CCCC#N
- energy relative to the best compared isomer or geometry (same formula, charge and spin) (eV) = 0.0000
- E_LUMO (eV) = 0.431
- gap between HOMO and LUMO (eV) = 9.21

```
110
C37H60N7O5P ωB97M-V/def2-TZVPD
C 4.983 0.746 1.424
C 4.029 0.880 0.517
N 4.178 1.445 -0.805
C 4.922 0.576 -1.728
C 3.942 0.016 -2.844
C 4.457 0.481 -4.215
O 2.679 0.636 -2.677
C 1.583 -0.258 -2.639
C 0.361 0.600 -2.407
C -0.171 0.706 -1.159
C -1.255 1.528 -0.982
C -1.754 2.207 -2.044
C -1.231 2.091 -3.298
C -0.151 1.273 -3.481
C 4.582 2.757 -0.809
O 4.758 3.481 0.139
O 4.710 3.261 -2.109
P 3.445 4.294 -2.513
O 3.086 4.071 -4.110
O 2.105 3.792 -1.716
H 5.822 1.425 1.482
H 4.877 -0.062 2.138
H 3.035 0.527 0.767
H 5.722 1.100 -2.240
H 5.358 -0.243 -1.168
H 3.888 -1.071 -2.801
H 4.631 1.552 -4.141
H 3.629 0.358 -4.913
H 5.336 -0.069 -4.539
H 1.479 -0.735 -3.621
H 1.676 -1.024 -1.864
H 0.263 0.156 -0.339
H -1.657 1.607 0.022
H -2.592 2.873 -1.885
H -1.617 2.638 -4.144
H 0.302 1.168 -4.455
H 2.136 3.966 -4.251
H 1.954 2.834 -1.840
C -4.630 -1.597 2.388
C -5.475 -0.332 2.318
C -4.932 0.671 1.294
C -3.567 1.081 1.632
N -2.486 1.381 1.897
H -3.615 -1.379 2.720
H -5.051 -2.303 3.088
H -4.577 -2.082 1.409
H -5.517 0.129 3.308
H -6.499 -0.593 2.045
H -5.562 1.560 1.251
H -4.919 0.219 0.300
C -8.740 -4.841 5.613
C -7.958 -3.593 6.005
C -8.164 -2.429 5.029
C -7.714 -2.799 3.683
N -7.360 -3.101 2.629
H -8.415 -5.229 4.647
H -8.589 -5.631 6.349
H -9.810 -4.633 5.556
H -6.896 -3.837 6.063
H -8.268 -3.272 7.002
H -7.598 -1.556 5.356
H -9.217 -2.150 4.980
C 3.533 9.854 -3.967
C 3.117 8.499 -3.406
C 2.531 7.567 -4.472
C 1.328 8.163 -5.067
N 0.386 8.635 -5.534
H 2.679 10.399 -4.372
H 3.972 10.472 -3.183
H 4.274 9.740 -4.761
H 2.386 8.649 -2.610
H 3.984 8.013 -2.957
H 2.264 6.612 -4.023
H 3.261 7.380 -5.260
C -0.530 -5.329 1.764
C -1.890 -5.842 1.310
C -2.972 -4.754 1.322
C -3.143 -4.229 2.680
N -3.276 -3.801 3.739
H -0.560 -4.974 2.795
H 0.212 -6.126 1.715
H -0.191 -4.511 1.127
H -2.198 -6.666 1.959
H -1.801 -6.242 0.305
H -3.924 -5.164 0.980
H -2.703 -3.935 0.665
C 8.900 -1.097 3.447
C 8.265 -0.047 4.352
C 7.177 -0.625 5.264
C 6.089 -1.204 4.469
N 5.242 -1.661 3.835
H 8.168 -1.532 2.765
H 9.686 -0.649 2.839
H 9.344 -1.904 4.033
H 7.841 0.749 3.736
H 9.038 0.407 4.974
H 6.762 0.157 5.901
H 7.590 -1.401 5.909
C -4.886 -3.836 -2.849
C -4.034 -2.572 -2.818
C -2.547 -2.847 -3.069
C -2.006 -3.742 -2.040
N -1.580 -4.429 -1.218
H -4.596 -4.534 -2.061
H -5.937 -3.591 -2.695
H -4.795 -4.347 -3.809
H -4.156 -2.081 -1.850
H -4.394 -1.876 -3.577
H -1.981 -1.915 -3.051
H -2.402 -3.311 -4.046
```

=====

[4]
C37H61Cl34F3N4OS3 as an isolated structure at a distorted geometry. Source: OMol25; level of theory: ωB97M-V/def2-TZVPD.

Summary:
- calculated total energy (a.u.) = -18880.99302
- E_LUMO (eV) = -1.158
- gap between HOMO and LUMO (eV) = 7.01

```
143
C37H61Cl34F3N4OS3 ωB97M-V/def2-TZVPD
C -1.043 1.580 5.291
C -0.071 1.059 4.108
N -0.230 -0.377 3.756
C 0.516 -0.783 2.519
C 1.944 -0.089 2.306
C -1.642 -0.753 3.486
S -2.122 -2.281 4.017
S -2.909 0.283 2.623
C -2.441 0.622 0.856
C -1.484 1.920 0.811
C -1.715 2.883 -0.451
C -1.502 2.078 -1.820
C -0.609 0.796 -1.883
C -0.455 -0.002 -3.239
N 0.371 -1.229 -3.200
C 1.508 -1.120 -3.873
C 2.338 -2.486 -4.168
C 2.119 0.233 -4.464
C -1.220 0.554 -4.481
C -1.139 -0.243 -5.883
C -2.429 -1.220 -5.940
O -3.431 -0.952 -4.944
C -2.057 -2.785 -5.901
F -0.836 -3.092 -5.236
F -3.073 -3.540 -5.221
F -2.048 -3.245 -7.265
C -2.100 1.865 -4.480
N -2.820 2.450 -5.583
S -3.620 3.835 -4.937
N -3.074 3.776 -3.297
C -2.227 2.628 -3.102
H -2.150 1.363 5.124
H -0.944 2.737 5.279
H -0.645 1.257 6.320
H 1.002 1.228 4.517
H -0.185 1.791 3.233
H -0.146 -0.687 1.575
H 0.717 -1.922 2.623
H 2.562 0.026 3.263
H 2.519 -0.745 1.541
H 1.775 0.927 1.781
H -3.406 0.753 0.229
H -1.886 -0.270 0.384
H -1.704 2.524 1.773
H -0.391 1.571 0.852
H -1.013 3.803 -0.468
H -2.814 3.254 -0.454
H -0.063 0.438 -0.930
H 1.696 -3.154 -4.853
H 2.601 -3.016 -3.174
H 3.277 -2.207 -4.768
H 1.684 0.419 -5.515
H 1.987 1.143 -3.790
H 3.247 0.056 -4.624
H -0.142 -0.802 -6.002
H -1.159 0.549 -6.730
H -2.935 -1.035 -6.962
H -3.188 -1.317 -4.064
C 3.556 -2.033 -7.806
Cl 4.411 -2.984 -6.586
Cl 3.757 -0.300 -7.523
H 3.953 -2.279 -8.790
H 2.496 -2.278 -7.765
C -0.453 -4.636 6.378
Cl 1.154 -5.365 6.281
Cl -0.703 -3.842 7.939
H -0.555 -3.896 5.585
H -1.204 -5.416 6.253
C -6.591 1.672 1.989
Cl -5.223 2.487 1.220
Cl -7.836 2.831 2.473
H -7.023 0.964 1.283
H -6.236 1.144 2.873
C 4.920 2.256 4.016
Cl 6.126 2.352 2.727
Cl 3.429 3.087 3.559
H 4.696 1.208 4.213
H 5.324 2.721 4.914
C -0.637 -2.860 -10.685
Cl 0.686 -2.872 -9.512
Cl -0.547 -1.440 -11.734
H -0.574 -3.758 -11.299
H -1.585 -2.845 -10.149
C 5.213 -3.212 -0.782
Cl 3.982 -1.971 -0.508
Cl 4.706 -4.348 -2.038
H 6.140 -2.729 -1.098
H 5.377 -3.759 0.146
C -0.369 5.898 2.181
Cl 0.097 6.405 0.553
Cl 0.106 4.223 2.490
H 0.121 6.545 2.907
H -1.450 5.983 2.282
C -3.713 7.566 -3.578
Cl -2.544 8.193 -4.747
Cl -4.676 6.260 -4.279
H -3.176 7.182 -2.711
H -4.378 8.373 -3.274
C -2.686 -1.797 10.219
Cl -2.810 -2.476 11.846
Cl -2.424 -0.050 10.274
H -1.848 -2.265 9.704
H -3.610 -2.000 9.679
C 1.808 3.901 -6.258
Cl 3.406 3.295 -6.712
Cl 0.709 2.574 -5.863
H 1.909 4.547 -5.387
H 1.394 4.467 -7.091
C -1.995 0.093 14.357
Cl -0.954 1.522 14.380
Cl -1.481 -1.090 15.566
H -3.019 0.397 14.572
H -1.947 -0.365 13.369
C 7.029 -1.404 -3.549
Cl 7.887 -2.351 -2.325
Cl 7.227 0.330 -3.271
H 7.428 -1.653 -4.532
H 5.968 -1.651 -3.508
C 0.969 9.316 -4.202
Cl 0.834 8.663 -2.565
Cl 1.230 11.064 -4.173
H 1.811 8.841 -4.704
H 0.048 9.105 -4.744
C 1.872 -2.696 16.075
Cl 2.325 -2.164 14.453
Cl 2.349 -4.376 16.354
H 2.368 -2.061 16.808
H 0.792 -2.613 16.186
C -2.070 -3.800 -14.234
Cl -1.376 -5.080 -13.231
Cl -0.939 -3.289 -15.492
H -2.979 -4.173 -14.705
H -2.306 -2.944 -13.603
C 0.614 -6.632 9.697
Cl 2.223 -7.359 9.606
Cl 0.362 -5.833 11.253
H 0.514 -5.895 8.902
H -0.135 -7.413 9.574
C -0.917 -4.160 0.652
Cl 0.423 -4.181 1.806
Cl -0.876 -2.705 -0.352
H -0.841 -5.035 0.007
H -1.857 -4.185 1.201
```